*w*
DFT (the ωB97M-V functional and the def2-TZVPD basis) results for 2 unconnected molecules or ions with the total composition S2.

```
2
Properties=species:S:1:pos:R:3:lowdin_charge:R:1
S -1.277 0.590 0.816 0.50
S 1.277 -0.590 -0.816 0.50
```

Properties
HOMO-LUMO gap (alpha / beta) in eV: 4.579 / 4.074
HOMO energy (alpha / beta) in eV: -16.452 / -15.670
2S+1: 2
⟨S²⟩: 0.755
Total charge: +1

=====

*x*
DFT (the ωB97M-V functional and the def2-TZVPD basis) results for 2 unconnected molecules or ions with the total composition S2.

```
2
Properties=species:S:1:pos:R:3:lowdin_charge:R:1
S -0.841 -0.573 1.074 0.50
S 0.841 0.573 -1.074 0.50
```

Properties
HOMO-LUMO gap (alpha / beta) in eV: 5.161 / 4.662
HOMO energy (alpha / beta) in eV: -16.882 / -16.101
2S+1: 2
⟨S²⟩: 0.755
Total charge: +1

=====

Structures ranked by computed energy, the most stable listed first: *x*, *w*.

=====

*w*
DFT (the ωB97M-V functional and the def2-TZVPD basis) results for a single C4H9NO molecule.

```
15
Properties=species:S:1:pos:R:3:lowdin_charge:R:1
C 0.511 0.219 -0.162 -0.49
C 1.707 1.127 0.145 -0.07
C 1.024 -1.246 0.112 -0.03
C -1.980 -0.344 -0.371 -0.14
N -0.634 0.657 -0.492 0.13
O -3.066 0.424 0.138 -0.07
H 1.468 2.241 0.035 0.10
H 1.878 0.984 1.251 0.08
H 2.438 0.702 -0.371 0.00
H 0.313 -1.901 -0.243 0.03
H 2.085 -1.099 -0.179 0.08
H 0.963 -1.236 1.238 0.09
H -2.114 -0.770 -1.386 0.12
H -1.743 -1.108 0.330 0.08
H -2.851 1.349 -0.046 0.08
```

Properties
HOMO-LUMO gap (alpha / beta) in eV: 5.587 / 7.986
HOMO energy (alpha / beta) in eV: -4.620 / -10.189
2S+1: 3
⟨S²⟩: 2.006

=====

*x*
DFT (the ωB97M-V functional and the def2-TZVPD basis) results for a single C4H9NO molecule.

```
15
Properties=species:S:1:pos:R:3:lowdin_charge:R:1
C 0.332 -0.376 -0.091 -0.07
C -0.444 1.137 -2.003 -0.13
C 0.918 -0.719 2.187 -0.06
C -0.658 -0.104 -1.224 -0.27
N 0.062 -0.155 1.201 -0.36
O -0.955 0.427 1.664 0.03
H 1.303 -0.893 -0.181 0.11
H -0.604 2.111 -1.446 0.10
H 0.482 1.108 -2.402 0.01
H -1.334 1.049 -2.854 0.14
H 1.353 -1.615 1.796 0.07
H 1.711 -0.057 2.795 0.14
H 0.161 -1.021 2.887 0.08
H -0.758 -0.999 -1.782 0.09
H -1.570 0.106 -0.546 0.13
```

Properties
HOMO-LUMO gap (alpha / beta) in eV: 6.953 / 9.108
HOMO energy (alpha / beta) in eV: -5.910 / -10.367
2S+1: 3
⟨S²⟩: 2.008

=====

Structures ranked by computed energy, the most stable listed first: *x*, *w*.

=====

*w*
DFT (the ωB97M-V functional and the def2-TZVPD basis) results for a single C3H2N2OS molecule.

```
9
Properties=species:S:1:pos:R:3:lowdin_charge:R:1
C -1.094 -0.147 0.036 -0.88
C -0.315 1.098 0.113 -0.20
C 1.038 -1.112 0.009 -0.13
H -1.042 2.023 0.253 0.14
H 1.707 -1.916 -0.232 0.13
N 0.937 1.293 -0.003 0.13
N -0.254 -1.241 0.180 0.07
O 1.715 0.057 -0.233 -0.04
S -2.692 -0.055 -0.124 0.76
```

Properties
HOMO-LUMO gap in eV: 8.105
SMILES: S=c1cnocn1
HOMO energy in eV: -9.356

=====

*x*
DFT (the ωB97M-V functional and the def2-TZVPD basis) results for a single C3H2N2OS molecule.

```
9
Properties=species:S:1:pos:R:3:lowdin_charge:R:1
C 0.501 -1.100 -0.304 -0.81
C -0.348 -0.088 -0.992 -0.13
C -0.375 1.180 0.832 -0.18
H -0.591 -0.319 -2.015 0.11
H -0.657 2.159 1.319 0.14
N -0.783 1.001 -0.512 0.12
N 0.360 0.430 1.561 0.10
O 0.741 -0.796 0.992 -0.10
S 1.152 -2.467 -0.880 0.76
```

Properties
HOMO-LUMO gap in eV: 8.123
SMILES: S=c1cncno1
HOMO energy in eV: -9.459

=====

*y*
DFT (the ωB97M-V functional and the def2-TZVPD basis) results for a single C3H2N2OS molecule.

```
9
Properties=species:S:1:pos:R:3:lowdin_charge:R:1
C -1.827 0.011 -0.690 0.02
C 1.294 0.504 0.472 -0.81
C 1.593 -0.905 0.575 -0.24
H -2.458 -0.788 -1.200 0.11
H -2.131 1.094 -0.511 0.12
N -0.645 -0.364 -0.354 -0.01
N 1.826 -2.039 0.765 0.19
O -0.015 0.787 0.136 -0.15
S 2.362 1.700 0.806 0.78
```

Properties
HOMO-LUMO gap in eV: 8.559
SMILES: C=NOC(=S)C#N
HOMO energy in eV: -9.831

=====

Structures ranked by computed energy, the most stable listed first: *x*, *w*, *y*.

=====

*w*
DFT (the ωB97M-V functional and the def2-TZVPD basis) results for a gas-phase ion, C8H18N4 (charge +2).

```
30
Properties=species:S:1:pos:R:3:lowdin_charge:R:1
C -0.279 -0.605 1.856 -0.30
C -0.313 -0.937 -0.929 -0.06
C 0.221 -1.779 0.959 -0.08
C -0.603 1.190 0.225 -0.23
C -0.747 -1.004 3.183 0.01
C -0.406 -1.889 -2.025 0.01
C -1.036 0.916 -2.255 0.01
C 1.405 2.394 -0.896 0.03
N -0.609 0.546 1.453 0.14
N -0.607 0.277 -1.020 -0.03
N 0.625 1.953 0.256 0.08
N 1.590 -1.886 1.033 0.11
H -0.510 -2.625 0.991 0.17
H -1.484 1.745 0.162 0.17
H -1.792 -1.035 3.160 0.09
H -0.496 -0.060 3.800 0.15
H -0.390 -1.958 3.551 0.10
H 0.251 -2.682 -1.743 0.09
H -0.257 -1.498 -2.962 0.06
H -1.515 -2.255 -2.004 0.18
H -1.112 1.960 -2.281 0.09
H -2.102 0.709 -2.451 0.14
H -0.451 0.662 -3.079 0.09
H 1.712 1.579 -1.525 0.11
H 0.795 3.195 -1.287 0.12
H 2.255 2.936 -0.520 0.12
H 0.556 2.866 0.762 0.22
H 2.178 -1.237 1.571 0.13
H 1.222 1.347 0.794 0.17
H 1.901 -2.824 1.220 0.12
```

Properties
HOMO-LUMO gap in eV: 9.704
HOMO energy in eV: -16.617
Total charge: +2

=====

*x*
DFT (the ωB97M-V functional and the def2-TZVPD basis) results for a gas-phase ion, C8H18N4 (charge +2).

```
30
Properties=species:S:1:pos:R:3:lowdin_charge:R:1
C -1.135 -1.407 1.290 -0.09
C -3.136 -0.379 0.229 -0.07
C 3.397 -0.917 -0.027 -0.05
C 3.360 1.347 0.910 -0.07
C -5.011 0.606 -0.933 -0.04
C 0.709 -1.419 -1.651 0.25
C 1.310 0.462 -0.307 -0.09
C 2.497 0.140 0.672 -0.38
N -0.066 -1.198 0.621 0.16
N -2.366 -0.856 1.198 0.09
N -4.346 0.062 0.199 0.06
N 0.558 -0.744 -0.499 -0.12
H -0.983 -1.829 2.296 0.17
H 3.064 -1.122 -1.019 0.04
H 3.090 -1.844 0.543 0.11
H 4.481 -0.857 -0.096 0.10
H 2.757 2.153 1.384 0.10
H 4.141 1.046 1.727 0.14
H 3.863 1.654 0.073 0.06
H -5.994 0.046 -1.167 0.15
H -4.416 0.806 -1.811 0.10
H -5.468 1.601 -0.781 0.12
H 0.449 -2.383 -1.713 0.09
H -2.519 -0.411 -0.758 0.21
H 1.266 -0.947 -2.384 0.10
H 0.644 1.132 0.061 0.10
H 1.614 0.899 -1.295 0.17
H 2.075 -0.316 1.620 0.15
H -2.803 -0.820 2.206 0.24
H -4.960 0.210 1.021 0.21
```

Properties
HOMO-LUMO gap in eV: 8.791
SMILES: C=[N+](CC(C)C)/N=C\N/C=[NH+]/C
HOMO energy in eV: -17.000
Total charge: +2

=====

Structures ranked by computed energy, the most stable listed first: *w*, *x*.

=====

*w*
DFT (the ωB97M-V functional and the def2-TZVPD basis) results for 3 unconnected molecules or ions with the total composition C3H12NO3.

```
19
Properties=species:S:1:pos:R:3:lowdin_charge:R:1
C -0.256 1.670 0.962 -0.33
N 0.323 1.044 -0.251 -0.03
C 1.068 -0.359 0.134 -0.38
O 0.762 -1.247 -0.763 -0.28
C -1.835 1.577 1.168 -0.12
H -0.032 2.771 0.887 0.08
H 0.141 1.446 2.010 0.10
H -0.392 0.937 -0.865 0.02
H 2.119 -0.277 0.108 0.08
H 0.682 -0.590 1.103 0.07
H -2.307 1.542 0.087 0.09
H -2.214 0.697 1.725 0.06
H -2.121 2.466 1.634 0.01
H -0.077 -2.582 -0.491 -0.04
H -0.488 -3.218 0.767 0.05
O -0.648 -3.365 -0.244 -0.18
H 1.084 -0.752 -2.209 0.09
H 2.444 -0.980 -2.613 -0.09
O 1.748 -0.781 -3.149 -0.20
```

Properties
HOMO-LUMO gap in eV: 8.048
HOMO energy in eV: -4.250
Total charge: -1

=====

*x*
DFT (the ωB97M-V functional and the def2-TZVPD basis) results for 3 unconnected molecules or ions with the total composition C3H12NO3.

```
19
Properties=species:S:1:pos:R:3:lowdin_charge:R:1
C 0.136 -0.241 0.714 -0.44
O 1.292 0.277 0.281 -0.35
C -1.075 0.145 -0.227 -0.42
C -2.517 0.016 0.188 -0.12
N -0.823 1.630 -0.472 -0.01
H -0.180 0.167 1.742 0.11
H 0.295 -1.360 0.763 0.11
H -0.940 -0.408 -1.160 0.10
H -3.340 -0.197 -0.532 0.06
H -2.713 -0.471 1.169 0.06
H -2.701 1.085 0.490 0.06
H -0.020 1.926 0.064 0.04
H -0.631 1.756 -1.489 0.07
H 1.743 0.196 -1.413 0.01
H 0.981 -0.807 -2.219 0.00
O 1.769 -0.253 -2.314 -0.14
H 3.673 -1.234 1.399 0.01
H 2.268 -0.704 1.387 -0.01
O 2.784 -1.521 1.630 -0.13
```

Properties
HOMO-LUMO gap in eV: 7.921
HOMO energy in eV: -3.775
Total charge: -1

=====

Structures ranked by computed energy, the most stable listed first: *x*, *w*.